Formula: C6H16NO5P
Source: the OMol25 dataset
Level of theory: ωB97M-V/def2-TZVPD

Geometry as XYZ:
```
29
C6H16NO5P | the OMol25 dataset | ωB97M-V/def2-TZVPD
C 1.867 -2.009 -0.108
C 2.079 2.155 -0.326
C -1.890 3.311 0.974
C -0.397 -2.717 0.817
C -0.212 -1.558 -1.491
C 0.389 -1.947 -0.180
N 0.201 0.364 1.028
O -1.556 1.112 -0.907
O -1.723 -2.345 1.006
O -1.600 -1.425 -1.509
O 0.896 1.738 -0.980
O -0.582 2.852 0.722
P -0.380 1.427 -0.057
H 2.218 -3.007 -0.385
H 2.211 -1.809 0.904
H 2.317 -1.288 -0.787
H 2.013 3.213 -0.062
H 2.903 2.000 -1.022
H 2.228 1.567 0.581
H -1.813 4.380 1.184
H -2.324 2.802 1.841
H -2.532 3.143 0.106
H 0.091 -2.699 1.798
H -0.351 -3.771 0.456
H 0.048 -2.365 -2.202
H 0.282 -0.647 -1.862
H -0.524 0.037 1.650
H -2.073 -2.050 0.143
H -1.787 -0.465 -1.334
```

Values from the calculation:
Calculated total energy: -27497.7283 eV
Spin multiplicity: 1
LUMO (alpha / beta): -1.3 / -1.3 eV
Energy relative to the best compared isomer or geometry (same formula, charge and spin): 67.9 kcal/mol